DFT (the ωB97M-V functional and the def2-TZVPD basis) results for C37H92BrMnN9O18 as an isolated structure.

The HOMO-LUMO gap (spin up / spin down) is 8.66 / 8.68 eV. As for the multiplicity: 6. The net charge is +2. Its LUMO energy (spin up / spin down) is -3.48 / -3.48 eV. The maximum force comes out at 4.0 eV/Å.

Each line ends with the Löwdin spin population.
Element x y z (Å)
Mn 8.5390 -10.5711 19.9125  4.73
Br 7.4088 -11.5906 22.0376  0.05
C 5.7499 -16.1740 21.2740  0.00
O 4.8714 -15.1705 20.7265  0.00
C 5.3842 -14.5998 19.4871  0.00
C 4.7232 -13.2649 19.1560  0.00
N 5.0395 -12.3442 20.2525  0.00
H 5.3969 -12.8184 21.0809  0.00
H 5.8759 -11.7748 19.9367  0.00
C 3.9529 -11.4998 20.7490  0.00
C 3.0890 -12.1826 21.7684  0.00
O 3.9068 -12.6474 22.7820  0.00
C 3.2677 -13.6168 23.6100  0.00
H 6.3923 -16.5031 20.4110  0.00
H 5.2227 -17.0629 21.6054  0.00
H 6.4811 -15.6923 22.0207  0.00
H 5.1747 -15.3096 18.6798  0.00
H 6.4774 -14.4347 19.5903  0.00
H 3.6754 -13.3566 19.0555  0.00
H 5.1849 -12.9464 18.2464  0.00
H 3.3340 -11.0101 19.9111  0.00
H 4.4170 -10.6647 21.2085  0.00
H 2.3508 -12.9182 21.3939  0.00
H 2.3621 -11.3976 22.1637  0.00
H 2.6843 -14.4132 23.0978  0.00
H 2.5409 -13.0169 24.1862  0.00
H 4.0254 -14.0528 24.2758  0.00
C 12.8721 -10.1976 21.5860  0.00
O 12.7333 -9.4253 20.3838  0.00
C 13.8781 -8.9030 19.8681  0.00
C 13.6377 -8.7816 18.3809  0.00
N 12.4692 -7.7777 18.1447  0.00
H 12.2703 -7.7256 17.2043  0.00
H 11.6504 -8.2307 18.5725  0.00
C 12.7268 -6.4486 18.7233  0.00
C 12.2465 -5.3939 17.7521  0.00
O 12.9257 -5.5181 16.5664  0.00
C 12.8337 -4.3239 15.7528  0.00
H 11.9204 -10.6030 21.7806  0.00
H 13.3053 -9.5451 22.3763  0.00
H 13.6199 -11.0243 21.4834  0.00
H 14.7333 -9.6068 19.9355  0.00
H 14.1119 -7.8980 20.2322  0.00
H 13.3046 -9.6247 17.7881  0.00
H 14.4928 -8.3591 17.8712  0.00
H 13.7752 -6.3151 19.0135  0.00
H 12.0912 -6.3788 19.6277  0.00
H 12.4246 -4.4875 18.2770  0.00
H 11.1627 -5.4782 17.5298  0.00
H 13.7266 -4.2541 15.1822  0.00
H 12.9816 -3.3826 16.3533  0.00
H 11.9013 -4.2455 15.2041  0.00
C 6.1274 -8.9362 26.4522  0.00
C 7.3440 -9.6760 26.9559  0.00
N 7.9623 -10.5944 25.9868  0.00
C 8.5266 -9.7965 24.8352  0.00
C 9.0890 -11.4581 26.6818  0.00
C 9.6118 -12.5266 25.8503  0.00
C 6.8671 -11.5646 25.3933  0.00
C 6.0203 -12.3280 26.4409  0.00
O 6.6773 -13.2530 27.2092  0.00
C 6.5695 -14.5544 26.5742  0.00
H 5.5756 -8.5226 27.3384  0.00
H 5.4836 -9.5684 25.9145  0.00
H 6.3036 -8.1044 25.7772  0.00
H 7.0812 -10.3074 27.8321  0.00
H 8.1303 -8.9786 27.1956  0.00
H 9.2156 -10.4541 24.2868  0.00
H 9.0289 -8.8774 25.1816  0.00
H 7.6626 -9.6233 24.1627  0.00
H 8.5570 -11.8954 27.5509  0.00
H 9.8345 -10.7459 26.9686  0.00
H 9.8955 -12.1693 24.8513  0.00
H 8.8822 -13.3406 25.7340  0.00
H 10.5636 -12.9878 26.1961  0.00
H 7.4073 -12.2195 24.7297  0.00
H 6.2626 -10.9714 24.7203  0.00
H 5.2763 -12.7695 25.8705  0.00
H 5.4682 -11.6350 27.1238  0.00
H 5.5131 -14.7936 26.5191  0.00
H 7.1423 -15.2942 27.1045  0.00
H 6.9598 -14.3972 25.5415  0.00
C 10.5176 -13.8539 22.3167  0.00
C 10.3778 -14.4724 20.9035  0.00
N 11.5734 -15.3903 20.4310  0.00
C 11.3499 -15.5853 18.9590  0.00
C 12.8230 -14.6056 20.5358  0.00
C 14.0468 -15.3261 19.9026  0.00
C 11.7346 -16.7313 21.2021  0.00
C 10.7184 -17.8036 20.9246  0.00
O 9.4801 -17.3362 21.4187  0.00
C 8.5134 -18.3440 21.6594  0.00
H 9.5011 -13.5629 22.6347  0.00
H 10.9373 -12.8685 22.2770  0.00
H 11.0090 -14.4609 23.0527  0.00
H 10.2148 -13.6894 20.2288  0.00
H 9.6073 -15.2063 20.8053  0.00
H 11.4302 -14.5610 18.4687  0.00
H 10.3808 -15.9587 18.7525  0.00
H 12.0653 -16.1901 18.4491  0.00
H 13.0033 -14.5580 21.6001  0.00
H 12.6494 -13.6237 20.1151  0.00
H 14.8628 -14.6469 20.1559  0.00
H 13.9849 -15.3608 18.8615  0.00
H 14.2643 -16.2815 20.3672  0.00
H 11.8167 -16.4512 22.2907  0.00
H 12.7196 -17.1761 20.8387  0.00
H 10.9775 -18.6565 21.5561  0.00
H 10.5592 -17.9766 19.9016  0.00
H 7.9289 -18.5311 20.8130  0.00
H 7.8582 -18.0502 22.4832  0.00
H 8.9165 -19.3105 22.0102  0.00
C 9.0880 -6.5327 16.2109  0.00
C 7.5470 -6.4357 16.4764  0.00
C 7.3796 -6.3357 17.9803  0.00
C 5.8996 -6.0146 18.4968  0.00
N 5.7129 -6.0086 19.9818  0.00
C 4.4479 -5.3486 20.3119  0.00
C 4.4958 -5.1404 21.8384  0.00
C 6.0265 -4.9304 22.2204  0.00
C 6.7529 -5.2003 20.8644  0.00
C 5.7527 -7.3763 20.5893  0.00
H 9.2847 -6.6517 15.1463  0.00
H 9.6524 -7.2682 16.8023  0.00
H 9.4643 -5.4980 16.4473  0.00
H 7.0291 -7.2698 16.0607  0.00
H 7.1065 -5.5362 15.9383  0.00
H 8.0548 -5.5862 18.4121  0.00
H 7.8259 -7.2202 18.4942  0.00
H 5.1929 -6.8101 18.1566  0.00
H 5.5941 -5.0569 18.1298  0.00
H 3.5613 -5.9553 20.0093  0.00
H 4.3820 -4.4432 19.7853  0.00
H 4.1028 -6.0544 22.2682  0.00
H 3.8309 -4.2978 22.1032  0.00
H 6.2446 -5.6249 23.0456  0.00
H 6.2659 -3.9302 22.5542  0.00
H 7.7108 -5.6607 20.8428  0.00
H 6.8661 -4.2197 20.4047  0.00
H 4.9383 -8.0268 20.1390  0.00
H 5.6240 -7.2754 21.6417  0.00
H 6.6514 -7.9229 20.4243  0.00
N 11.0133 -11.5304 18.9074  0.00
O 12.0730 -12.1045 18.7637  0.01
O 10.4061 -10.8480 18.0991  0.02
O 10.4220 -11.7320 20.0391  0.03
N 9.3816 -7.8043 20.2499  0.00
O 9.5494 -6.6234 20.5410  0.01
O 8.6960 -8.5371 20.9584  0.03
O 9.9119 -8.3053 19.2067  0.01
N 6.5452 -9.6173 18.1658  0.00
O 7.7334 -9.8242 17.8275  0.02
O 6.2928 -9.9070 19.4666  0.03
O 5.6619 -9.2121 17.4765  0.01
N 7.8330 -13.0734 17.8607  0.00
O 8.7640 -13.8464 17.8039  0.00
O 6.9740 -12.8949 16.9435  0.01
O 7.7002 -12.4020 18.9316  0.03